Record 1
{
  "formula": "C4H8N2O3",
  "method": "ωB97M-V/def2-TZVPD",
  "species": ["C", "C", "C", "C", "N", "N", "O", "O", "O", "H", "H", "H", "H", "H", "H", "H", "H"],
  "positions_angstrom": [[0.150, -0.826, 0.060], [-2.288, -1.219, 0.027], [-1.489, 1.001, -0.173], [3.198, 1.180, 0.162], [-1.081, -0.389, -0.085], [2.578, 0.065, -0.054], [0.497, -1.953, 0.228], [1.046, 0.286, 0.076], [2.956, -1.036, -0.398], [-2.986, -0.982, -0.852], [-1.924, -2.238, -0.168], [-2.703, -1.026, 1.007], [-2.310, 1.130, -0.975], [-1.944, 1.112, 0.844], [-0.745, 1.811, -0.315], [2.730, 1.902, 0.642], [4.315, 1.182, -0.026]],
  "smiles": "C=[N+]([O-])OC(=O)N(C)C",
  "relative_energy_ev": 5.834,
  "molar_mass_g_mol": 132.1,
  "total_energy_ev": -13395.855,
  "e_homo_ev": -9.423
}

Record 2
{
  "formula": "C5H13N3RuS3",
  "method": "ωB97M-V/def2-TZVPD",
  "species": ["Ru", "N", "C", "C", "N", "C", "C", "N", "H", "H", "H", "H", "H", "H", "H", "H", "H", "H", "H", "H", "H", "S", "C", "S", "S"],
  "positions_angstrom": [[0.409, -0.282, -0.118], [0.316, 0.358, 2.063], [-0.975, 1.006, 2.365], [-1.313, 1.963, 1.245], [-1.220, 1.307, -0.073], [-2.437, 0.648, -0.582], [-2.543, -0.758, -0.075], [-1.347, -1.505, -0.510], [0.493, -0.398, 2.716], [1.082, 1.019, 2.163], [-0.947, 1.554, 3.308], [-1.729, 0.229, 2.468], [-0.584, 2.776, 1.252], [-2.302, 2.398, 1.410], [-0.934, 1.994, -0.761], [-2.355, 0.633, -1.671], [-3.348, 1.197, -0.326], [-3.473, -1.197, -0.443], [-2.574, -0.796, 1.010], [-1.352, -1.623, -1.521], [-1.366, -2.431, -0.093], [3.272, 0.831, -3.392], [2.205, 0.384, -2.293], [0.495, 0.610, -2.357], [2.582, -0.378, -0.770]],
  "relative_energy_ev": 0.000,
  "total_charge": 1,
  "molar_mass_g_mol": 312.5,
  "total_energy_ev": -44947.936,
  "e_homo_ev": [-11.477, -11.471],
  "spin_multiplicity": 2
}

Record 3
{
  "formula": "C9H19F",
  "method": "ωB97M-V/def2-TZVPD",
  "species": ["C", "C", "C", "C", "C", "C", "C", "C", "C", "F", "H", "H", "H", "H", "H", "H", "H", "H", "H", "H", "H", "H", "H", "H", "H", "H", "H", "H", "H"],
  "positions_angstrom": [[-1.112, -1.664, -1.253], [-1.744, 0.779, -1.883], [1.285, 0.151, -1.214], [0.130, 1.827, 0.238], [1.921, 0.048, 1.856], [-0.316, -0.684, 2.191], [-1.200, -0.158, -0.791], [0.186, 0.332, -0.225], [0.710, -0.541, 1.107], [1.056, -1.819, 0.698], [-0.426, -1.728, -2.044], [-2.024, -2.062, -1.752], [-0.806, -2.392, -0.386], [-0.892, 1.345, -2.462], [-2.327, 0.256, -2.547], [-2.439, 1.357, -1.344], [1.085, 0.476, -2.330], [2.186, 0.767, -1.082], [1.486, -0.831, -1.237], [-0.299, 2.537, -0.369], [-0.435, 1.903, 1.094], [1.078, 2.114, 0.422], [2.742, 0.107, 1.213], [2.201, -0.591, 2.581], [1.794, 0.937, 2.323], [-1.183, -1.253, 1.685], [0.031, -1.333, 3.089], [-0.727, 0.379, 2.552], [-1.962, -0.259, -0.129]],
  "smiles": "CC(C)C(C)(C)C(C)(C)F",
  "relative_energy_ev": 1.888,
  "molar_mass_g_mol": 146.2,
  "total_energy_ev": -12356.595,
  "e_homo_ev": -10.318
}

Record 4
{
  "formula": "C4H5N3O2S",
  "method": "ωB97M-V/def2-TZVPD",
  "species": ["C", "C", "C", "C", "N", "N", "N", "O", "O", "S", "H", "H", "H", "H", "H"],
  "positions_angstrom": [[-0.976, 0.447, 1.006], [-0.220, -0.176, 0.023], [0.867, 0.056, -0.630], [0.403, 2.805, 1.217], [-0.700, -1.533, -0.188], [2.081, -0.076, -0.695], [0.390, 4.168, 1.508], [1.323, 4.871, 1.113], [-0.667, 4.567, 1.979], [-0.868, 1.877, 1.876], [-1.718, -0.140, 1.506], [-1.652, -1.615, -0.528], [-0.054, -2.069, -0.981], [1.395, 2.311, 0.822], [2.676, 0.156, -1.478]],
  "relative_energy_ev": 7.072,
  "molar_mass_g_mol": 159.2,
  "total_energy_ev": -23622.073,
  "e_homo_ev": [-8.189, -7.972]
}

Record 5
{
  "formula": "C4H7N2O2",
  "method": "ωB97M-V/def2-TZVPD",
  "species": ["C", "C", "C", "C", "N", "N", "O", "O", "H", "H", "H", "H", "H", "H", "H"],
  "positions_angstrom": [[-0.095, -1.084, -0.214], [1.166, -0.626, -0.500], [-1.029, -0.553, 0.774], [1.837, 0.391, 0.185], [-1.533, 1.516, -0.070], [-2.008, 0.389, 0.017], [-3.038, -0.099, -0.364], [3.003, 0.823, -0.082], [-0.479, -1.889, -0.830], [1.690, -1.100, -1.322], [-1.654, -1.341, 1.203], [-0.565, 0.054, 1.549], [1.371, 0.909, 1.025], [-2.134, 2.200, -0.531], [3.468, 0.411, -0.840]],
  "relative_energy_ev": 4.410,
  "total_charge": 1,
  "molar_mass_g_mol": 115.1,
  "total_energy_ev": -11325.316,
  "e_homo_ev": -14.351
}

Record 6
{
  "formula": "C29H40N5O3ReS",
  "method": "ωB97M-V/def2-TZVPD",
  "species": ["Re", "C", "C", "C", "N", "C", "C", "C", "C", "C", "C", "C", "N", "C", "C", "C", "N", "C", "C", "C", "C", "C", "C", "C", "N", "C", "C", "H", "H", "H", "H", "H", "H", "H", "H", "H", "H", "H", "H", "H", "H", "H", "H", "H", "H", "H", "H", "H", "H", "H", "H", "H", "H", "N", "C", "C", "C", "O", "O", "H", "H", "H", "H", "H", "H", "O", "S", "C", "C", "C", "C", "H", "H", "H", "H", "H", "H", "H", "H"],
  "positions_angstrom": [[0.153, -0.559, -0.143], [-1.413, -2.915, 2.185], [-1.527, -3.356, 0.719], [-2.383, -2.438, -0.157], [-1.763, -1.164, -0.497], [-2.431, -0.314, -1.290], [-3.654, -0.664, -1.910], [-4.430, 0.001, -2.837], [-4.237, 1.236, -3.441], [-3.243, 2.158, -3.148], [-2.247, 2.087, -2.196], [-1.838, 1.030, -1.355], [-0.822, 1.191, -0.500], [-0.499, 2.485, 0.045], [-1.687, 3.042, 0.858], [-2.429, 1.893, 1.575], [-1.449, 0.908, 1.884], [-0.817, 0.783, 2.992], [-1.332, 1.248, 4.255], [-0.697, 1.576, 5.409], [0.689, 1.586, 5.656], [1.654, 0.996, 4.884], [1.500, 0.193, 3.746], [0.418, -0.023, 2.907], [0.489, -0.915, 1.877], [1.067, -2.195, 2.251], [-0.022, -3.168, 2.774], [-2.144, -3.457, 2.786], [-1.646, -1.853, 2.264], [-1.980, -4.349, 0.675], [-0.533, -3.433, 0.287], [-3.323, -2.240, 0.371], [-2.613, -2.987, -1.080], [-4.037, -1.639, -1.650], [-5.308, -0.543, -3.162], [-4.940, 1.508, -4.216], [-3.256, 3.064, -3.741], [-1.613, 2.964, -2.147], [-0.207, 3.217, -0.717], [0.352, 2.333, 0.714], [-2.376, 3.586, 0.214], [-1.297, 3.733, 1.604], [-3.159, 1.437, 0.902], [-2.962, 2.297, 2.444], [-2.410, 1.365, 4.252], [-1.319, 1.935, 6.220], [1.012, 2.086, 6.559], [2.675, 1.108, 5.226], [2.423, -0.262, 3.406], [1.808, -2.086, 3.048], [1.591, -2.627, 1.401], [-0.088, -3.062, 3.858], [0.296, -4.191, 2.561], [1.307, -2.645, -0.999], [2.342, -2.377, -2.013], [1.699, -1.998, -3.340], [1.030, -0.608, -3.272], [1.257, 0.208, -4.149], [0.256, -0.391, -2.283], [1.714, -3.263, -0.301], [0.559, -3.164, -1.461], [2.974, -3.263, -2.159], [2.972, -1.570, -1.631], [0.930, -2.732, -3.603], [2.440, -1.985, -4.141], [2.285, 0.277, -0.119], [3.000, 1.566, -0.438], [4.531, 1.036, -1.311], [4.192, 0.963, -2.787], [3.315, 2.171, -3.089], [2.266, 2.240, -1.990], [4.860, 0.094, -0.878], [5.274, 1.804, -1.105], [3.628, 0.056, -2.999], [5.091, 0.962, -3.402], [2.825, 2.050, -4.055], [3.915, 3.081, -3.099], [1.399, 1.623, -2.218], [1.943, 3.258, -1.786]],
  "total_charge": 1,
  "molar_mass_g_mol": 724.9,
  "total_energy_ev": -57272.586,
  "e_homo_ev": [-9.456, -9.568],
  "spin_multiplicity": 2
}